C17H40AlBBeCl2F5InN3O10 | ωB97M-V/def2-TZVPD

```
81
Properties=species:S:1:pos:R:3:mulliken_charge:R:1
C 4.3174 1.0647 -0.9790 -0.824
C 3.5819 -0.1107 -0.1634 -0.140
O 3.0343 -1.0586 -1.1530 -0.391
C 1.6840 -1.3903 -0.7475 -0.498
C 1.0368 -2.6171 -1.5563 -0.337
C -0.2853 -2.2592 -2.3960 -0.530
C -1.6720 -2.5997 -1.6500 0.608
C -1.7622 -2.0815 -0.1436 -0.754
In -3.5869 -0.7351 0.1120 0.816
N -3.0989 1.2912 0.5543 -0.618
O -4.8067 -0.7372 -1.6340 -0.621
C -4.2469 0.1415 -2.5632 0.811
N -3.5041 0.6598 -3.3855 -0.462
H 3.5253 1.5172 -1.6863 0.316
H 4.7157 1.8929 -0.2838 0.168
H 5.2143 0.6939 -1.5871 0.154
H 2.7027 0.2900 0.4574 0.304
H 4.3777 -0.6001 0.5049 0.174
H 1.7485 -1.7231 0.3668 0.332
H 0.9966 -0.4506 -0.7269 0.302
H 0.8686 -3.5312 -0.8632 0.075
H 1.8290 -2.9755 -2.3244 0.321
H -0.2712 -2.9160 -3.3544 0.303
H -0.3367 -1.1750 -2.7717 0.317
H -2.5035 -2.0349 -2.2430 0.170
H -1.9849 -3.7195 -1.7174 -0.440
H -1.9137 -3.0149 0.5216 0.410
H -0.8488 -1.5017 0.2319 0.411
H -4.6221 -1.4404 1.4259 -0.083
H -3.9661 1.7348 0.9381 0.273
H -2.9074 1.8278 -0.3210 0.009
Al -4.3083 2.7039 -2.6145 0.470
C -1.6509 -6.9081 -2.2394 -0.345
Cl -0.4845 -5.9468 -1.3265 -0.079
Cl -3.2179 -6.0898 -2.3414 -0.017
H -1.2677 -7.0655 -3.2473 0.270
H -1.7858 -7.8674 -1.7414 0.356
C 6.0919 3.6714 3.1705 -1.147
C 6.5032 2.5851 2.2138 0.903
O 5.7331 1.6964 1.8967 -0.448
C 7.9058 2.6394 1.6637 -0.499
H 5.0590 3.5054 3.4851 0.317
H 6.7352 3.6503 4.0530 0.310
H 6.1560 4.6437 2.6775 0.344
H 8.6272 2.5723 2.4851 0.061
H 8.0508 3.5663 1.1048 0.345
H 8.0648 1.7947 0.9877 0.091
C 8.3309 -0.1121 -2.1103 0.855
O 8.2822 1.0652 -1.6732 -0.430
O 7.4591 -0.8996 -1.4660 -0.409
O 9.0305 -0.6172 -3.0006 -0.443
H 7.1545 -0.1511 -0.9069 0.294
B -4.6284 -0.8444 -6.3219 0.428
F -4.7760 -2.0649 -5.5474 -0.454
F -3.2539 -0.4416 -6.3189 -0.386
F -5.0565 -1.0793 -7.6651 -0.361
F -5.4312 0.1930 -5.7360 -0.376
Be -3.4705 4.3956 -0.0568 0.286
F -3.6037 -4.4232 -0.8826 -0.525
O 9.3835 3.1235 4.5517 -0.423
H 10.2594 2.8930 4.8658 0.298
N -5.5952 -4.2741 -4.8359 -0.376
H -4.8564 -4.7539 -4.3074 0.260
H -5.9065 -4.8712 -5.6072 0.425
H -6.3858 -4.0776 -4.2155 0.390
H -5.2262 -3.3859 -5.2150 0.442
C -3.8621 1.4588 6.5592 -1.058
C -4.2091 2.9196 6.7760 -0.173
O -3.3827 3.7709 5.9701 -0.370
C -3.7166 3.8431 4.6732 0.747
O -4.6396 3.2732 4.1405 -0.561
O -2.8258 4.6442 4.0573 -0.321
C -3.0134 4.7299 2.6500 -0.772
H -2.7941 1.2900 6.7197 0.296
H -4.4294 0.8217 7.2407 0.359
H -4.0824 1.1466 5.5352 0.281
H -4.0144 3.1875 7.8166 0.296
H -5.2683 3.1167 6.5854 0.300
H -4.0410 5.0133 2.4030 0.364
H -2.7521 3.7757 2.1813 0.265
H -2.3420 5.5009 2.2659 0.341
```

The spin multiplicity is 1. For the frontier orbital gap, the calculation gives 2.13 eV. The value obtained for the total energy is -94681.0332 eV. Its charge is +1. Its largest force on an atom is 6.59 eV Å⁻¹.

=====

C42H36F2NP2V | ωB97M-V/def2-TZVPD

```
84
Properties=species:S:1:pos:R:3:lowdin_spin:R:1
V -1.7930 -0.2461 -0.4370 2.718
C -3.2568 -2.5689 0.4701 0.005
C -4.2947 -2.0882 -0.3390 0.032
C -4.5331 -0.7539 0.0132 0.007
C -3.6630 -0.4052 1.0679 0.006
C -2.8717 -1.5509 1.3621 0.009
H -2.8014 -3.5491 0.4225 0.000
H -4.7499 -2.6112 -1.1676 0.003
H -5.2305 -0.0811 -0.4678 0.001
H -3.6935 0.5153 1.6373 0.004
H -2.1667 -1.6534 2.1767 0.004
N 1.0305 -0.3253 1.3058 0.011
P 0.6778 -0.9770 -0.2343 0.067
C 2.2045 -0.5628 -1.1450 0.009
C 2.8455 -1.4778 -1.9735 0.002
C 3.9525 -1.0922 -2.7145 0.000
C 4.4315 0.2058 -2.6289 0.001
C 3.7999 1.1253 -1.8008 0.000
C 2.6885 0.7468 -1.0675 0.002
C 0.8704 -2.7713 0.0340 0.005
C 1.7862 -3.3005 0.9416 0.001
C 1.8809 -4.6687 1.1260 0.000
C 1.0581 -5.5239 0.4022 0.001
C 0.1355 -5.0047 -0.4917 0.001
C 0.0358 -3.6303 -0.6698 0.005
P -0.2478 0.6529 1.8881 0.028
C -0.3646 0.1413 3.6353 0.004
C 0.2350 -1.0192 4.1129 0.002
C 0.0472 -1.4154 5.4305 0.000
C -0.7411 -0.6577 6.2815 0.001
C -1.3509 0.4977 5.8084 0.000
C -1.1676 0.8903 4.4944 0.001
C 0.5515 2.2903 2.0718 0.003
C -0.1236 3.4224 1.6319 0.000
C 0.4625 4.6776 1.7452 0.000
C 1.7276 4.8079 2.2907 0.000
C 2.4108 3.6827 2.7398 0.000
C 1.8206 2.4360 2.6372 0.001
H 1.9941 -0.1113 1.5350 0.000
H 2.4741 -2.4911 -2.0565 0.000
H 4.4343 -1.8102 -3.3658 0.000
H 5.2927 0.5050 -3.2132 0.000
H 4.1618 2.1436 -1.7324 0.000
H 2.1946 1.4756 -0.4352 0.000
H 2.4263 -2.6345 1.5098 0.000
H 2.5928 -5.0709 1.8364 0.000
H 1.1288 -6.5945 0.5506 0.000
H -0.5258 -5.6639 -1.0402 0.000
H -0.7210 -3.2204 -1.3254 0.002
H 0.8320 -1.6268 3.4440 0.000
H 0.5160 -2.3247 5.7859 0.000
H -0.8896 -0.9694 7.3078 0.000
H -1.9789 1.0899 6.4622 0.000
H -1.6573 1.7886 4.1333 0.000
H -1.0952 3.3250 1.1634 0.000
H -0.0699 5.5456 1.3785 0.000
H 2.1877 5.7856 2.3656 0.000
H 3.3977 3.7832 3.1745 0.000
H 2.3517 1.5685 3.0168 0.000
F 2.4285 -0.5153 -5.7083 -0.001
C 1.2873 -0.6405 -4.9622 -0.004
C 0.5294 0.4829 -4.6915 0.001
C -0.6218 0.3507 -3.9349 -0.001
C -1.0467 -0.8861 -3.4174 0.005
C -2.1971 -1.0017 -2.5142 0.008
C -0.2577 -1.9966 -3.7661 -0.002
C 0.9037 -1.8878 -4.5193 0.001
H 0.8424 1.4491 -5.0672 0.000
H -1.2073 1.2332 -3.7156 0.000
H -2.5889 -2.0233 -2.5210 0.002
H -3.0105 -0.3280 -2.8051 0.006
H -0.5736 -2.9857 -3.4555 0.000
H 1.4989 -2.7568 -4.7710 0.000
F -1.4390 5.9738 -1.8499 0.003
C -1.4810 4.6316 -1.5950 0.012
C -2.6551 4.0681 -1.1391 -0.002
C -2.6617 2.7006 -0.8714 0.015
C -1.5471 1.8593 -1.0318 0.003
C -0.4120 2.5126 -1.5262 0.016
C -0.3490 3.8715 -1.8085 -0.002
H -3.5369 4.6814 -0.9988 -0.001
H -3.5941 2.2787 -0.4993 0.001
H 0.4867 1.9380 -1.7302 0.002
H 0.5527 4.3399 -2.1850 -0.001
```

The spin multiplicity is 4. For the frontier orbital gap (alpha / beta), the calculation gives 5.63 / 6.28 eV. The value obtained for the total energy is -95329.5165 eV. As for the energy above the lowest of the compared OMol25 structures with the same formula, charge and spin: 0.00 kcal per mole. Its charge is -1. Its largest force on an atom is 0.40 eV Å⁻¹.

=====

C4H5IN4 | ωB97M-V/def2-TZVPD

```
14
Properties=species:S:1:pos:R:3:mulliken_charge:R:1
C 1.8635 -0.2359 1.0394 -0.324
C 1.0525 0.7667 0.6730 -0.068
C 0.5763 -1.7588 -0.1538 -0.159
C -0.5121 -0.8262 -0.2761 0.714
N 1.6566 -1.4944 0.5133 -0.494
N -1.5771 -1.3008 -0.7510 -0.654
N -0.0889 0.5216 -0.0868 0.451
N -0.7758 1.5840 -0.5486 -0.915
I -3.8551 0.2927 -0.6584 -0.092
H 2.8190 0.0757 1.5348 0.298
H 1.1911 1.7909 0.9452 0.404
H 0.2455 -2.7352 -0.4546 0.364
H -0.9353 1.4440 -1.5591 0.287
H -1.6602 1.8757 -0.2173 0.187
```

The spin multiplicity is 1. For the frontier orbital gap (alpha / beta), the calculation gives 6.38 / 6.38 eV. The value obtained for the total energy is -18285.7350 eV. As for the energy above the lowest of the compared OMol25 structures with the same formula, charge and spin: 59.36 kcal per mole. Its largest force on an atom is 3.41 eV Å⁻¹.